(1)
Formula: C3H8O2
Source: the OMol25 dataset
Level of theory: wB97M-V/def2-TZVPD

Structure (XYZ):
```
13
Properties=species:S:1:pos:R:3:forces:R:3
C -1.4951 0.2464 0.3534 -0.0242 0.0386 0.0055
C -0.2726 -0.4272 -0.2279 -0.0866 -0.0027 0.2746
O -0.3682 -0.4370 -1.6305 0.1578 -0.0863 -0.1180
C 1.0368 0.3256 0.0298 -0.1429 0.1167 0.0985
O 2.1003 -0.1582 -0.5980 0.1235 0.0398 -0.1424
H -1.5872 1.2630 -0.0431 0.0038 -0.1348 0.0590
H -1.4365 0.2925 1.4472 -0.0019 -0.0147 -0.1512
H -2.3937 -0.3118 0.0781 0.1173 0.0765 0.0544
H -0.1618 -1.4502 0.1679 -0.0072 0.1373 -0.0766
H 0.5272 -0.6677 -1.9389 -0.1580 0.0361 -0.0638
H 0.9261 1.4228 0.1267 0.0155 -0.1684 -0.0569
H 1.2125 0.0824 1.4137 -0.0507 0.0157 -0.0789
H 1.9124 -0.1807 0.8217 0.0537 -0.0538 0.1959
```
Forces are in eV/Å.

HOMO-LUMO gap in eV: 10.1
Lowest unoccupied orbital energy in eV: 0.49
Energy relative to the best compared isomer or geometry (same formula, charge and spin) in kJ/mol: 440.3

=====

(2)
Formula: C3H8O2
Source: the OMol25 dataset
Level of theory: wB97M-V/def2-TZVPD

Structure (XYZ):
```
13
Properties=species:S:1:pos:R:3:forces:R:3
O -0.0304 -1.8252 -0.0489 0.1129 -0.1097 0.2045
C 0.4669 -0.2274 -1.2001 0.0268 0.2163 -0.0659
C 0.1567 0.9908 -0.5818 0.0398 -0.0703 -0.2496
C -0.4656 0.6426 1.1718 0.0880 0.1536 0.2014
O -1.4170 -0.2065 1.1582 0.1100 -0.0840 -0.0758
H 0.7108 -1.9855 0.5511 -0.1215 -0.0251 -0.1440
H -0.2063 -0.6672 -1.9260 0.1036 0.0540 0.1225
H 1.4956 -0.5697 -1.2657 -0.1685 0.0539 0.0295
H -0.7208 1.5034 -0.9680 0.1039 -0.0693 0.0796
H 1.0019 1.6356 -0.3444 -0.1202 -0.1104 0.0115
H 0.5207 0.3452 1.5837 -0.1928 0.0076 -0.0671
H -0.7082 1.6848 1.4337 0.0487 -0.1199 -0.0733
H -0.7390 -1.3125 0.5373 -0.0307 0.1032 0.0268
```
Forces are in eV/Å.

HOMO-LUMO gap in eV: 8.7
Lowest unoccupied orbital energy in eV: -0.03
Energy relative to the best compared isomer or geometry (same formula, charge and spin) in kJ/mol: 356.2

=====

(3)
Formula: C3H8O2S
Source: the OMol25 dataset
Level of theory: wB97M-V/def2-TZVPD

Structure (XYZ):
```
14
Properties=species:S:1:pos:R:3:forces:R:3
C 0.1381 -0.2328 0.7361 -1.8031 2.5296 -1.5460
O -1.3590 0.1821 0.9363 -0.2111 -1.6020 0.6334
C 0.7153 0.1245 -0.6780 -0.2337 2.1011 1.7414
C 1.7767 -0.7757 -1.1904 2.4853 -0.9210 1.2640
S 2.3711 -0.4439 -2.8774 -0.0910 0.1745 0.2162
H 0.6581 0.2329 1.5525 0.3671 0.1326 0.3024
H -0.0323 -1.2646 0.9102 0.3570 -0.9750 -0.0626
H 0.9447 1.2338 -0.7838 0.1148 -1.2317 0.5304
H -0.0454 -0.0017 -1.3768 -1.7969 -0.2185 -1.1037
H 1.2956 -1.7414 -1.1663 0.0148 -0.7624 -0.0952
H 2.6703 -0.8884 -0.4325 -1.3853 0.4008 -1.1873
H -2.0248 0.8861 0.8533 2.4829 0.5817 -0.9963
H -3.3544 0.9385 1.6639 0.9486 -2.7834 -0.2167
O -3.7541 1.7506 1.8528 -1.2491 2.5736 0.5200
```
Forces are in eV/Å.

Expectation value of S²: 0.753
HOMO-LUMO gap (spin up / spin down) in eV: 5.7 / 2.3
2S+1: 2
Lowest unoccupied orbital energy (spin up / spin down) in eV: 3.25 / -0.18
Energy relative to the best compared isomer or geometry (same formula, charge and spin) in kJ/mol: 258.2
Total charge: -1

=====

(4)
Formula: C3H8O2S
Source: the OMol25 dataset
Level of theory: wB97M-V/def2-TZVPD

Structure (XYZ):
```
14
Properties=species:S:1:pos:R:3:forces:R:3
O 0.4436 -2.0589 -0.5174 0.1198 -0.0541 0.1731
C 0.7291 -0.8207 -0.7465 -0.4939 0.0854 -0.5026
C 0.3418 0.2870 0.1904 0.1874 -0.0521 -0.0186
C -0.3384 1.5057 -0.4558 0.1966 -0.0620 -0.1779
S 0.1726 3.0245 0.4502 0.0669 0.1725 0.2073
H 1.3038 -0.5183 -1.6511 -0.0637 -0.1159 0.3115
H 1.2429 0.6788 0.7222 -0.2043 -0.0094 0.1686
H -0.3504 -0.1344 0.9283 0.3115 0.0477 0.1133
H -0.0745 1.6110 -1.5032 0.2448 -0.0246 -0.0699
H -1.4135 1.4449 -0.4046 -0.3969 -0.1710 0.0485
H -0.7875 3.8534 0.0101 -0.0024 -0.0646 -0.0901
H -1.5987 -3.9129 1.1397 0.0750 -0.2325 -0.4010
H -0.4101 -4.0155 0.2360 -0.0682 0.3242 -0.3955
O -1.2361 -4.4820 0.4422 0.0274 0.1565 0.6334
```
Forces are in eV/Å.

Expectation value of S²: 0.754
HOMO-LUMO gap (spin up / spin down) in eV: 3.3 / 6.9
2S+1: 2
Lowest unoccupied orbital energy (spin up / spin down) in eV: 3.21 / 3.12
Energy relative to the best compared isomer or geometry (same formula, charge and spin) in kJ/mol: 7.5
Total charge: -1

=====

(5)
Formula: C3H8O2S
Source: the OMol25 dataset
Level of theory: wB97M-V/def2-TZVPD

Structure (XYZ):
```
14
Properties=species:S:1:pos:R:3:forces:R:3
C -1.3862 0.3391 -0.5293 -0.5306 -1.2602 2.4286
C -0.6532 -0.5218 0.5061 -1.4428 -0.8152 -1.9831
C 1.8392 -0.0722 -0.7219 2.5573 -0.4152 -2.6279
O -0.3557 0.0868 1.6384 0.8335 -0.0555 2.2571
O 1.8252 1.2663 -1.1348 -0.3965 -2.0733 -1.6120
S 2.9280 -0.3854 0.6008 -0.8230 0.5657 1.2383
H -2.4632 0.0579 -0.3298 0.4935 1.5214 0.0873
H -1.0497 1.4237 -0.4549 -0.8529 -1.4024 -0.5070
H -1.3024 -0.1584 -1.4495 0.8304 0.1014 -1.8030
H -0.9197 -1.5720 0.6655 0.0880 0.3284 -0.3131
H 2.1693 -0.7908 -1.5884 -1.1565 1.4925 1.3778
H -0.4592 1.0072 1.4940 -0.1187 1.4798 0.1467
H 1.6631 1.7562 -0.3631 -0.1992 1.3793 1.5924
H 2.2624 0.5144 1.4259 0.7175 -0.8466 -0.2820
```
Forces are in eV/Å.

Expectation value of S²: 2.007
HOMO-LUMO gap (spin up / spin down) in eV: 6.7 / 9.4
2S+1: 3
Lowest unoccupied orbital energy (spin up / spin down) in eV: 0.51 / -0.15
Energy relative to the best compared isomer or geometry (same formula, charge and spin) in kJ/mol: 0.0

=====

(6)
Formula: C3H8O2S
Source: the OMol25 dataset
Level of theory: wB97M-V/def2-TZVPD

Structure (XYZ):
```
14
Properties=species:S:1:pos:R:3:forces:R:3
C 2.0604 -0.5435 -0.9892 0.3407 -0.2624 1.0176
S 0.5653 -0.2279 -0.0172 0.8445 -0.1489 0.1012
C 1.2673 0.1701 1.6072 0.6474 0.7123 -0.7072
H 2.6186 -1.3233 -0.4428 -0.3181 -0.0743 -0.1814
H 2.7363 0.3082 -0.9311 -0.2139 0.4397 -0.0348
H 1.9003 -0.8320 -2.0198 -0.5259 -0.0030 -0.0197
H 2.3135 0.4046 1.3972 -0.0267 -0.1705 0.2878
H 0.8070 1.0855 1.9943 -0.3415 -0.2461 -0.1691
H 1.1894 -0.6266 2.3452 -0.2521 -0.2689 -0.2334
O -4.1953 0.1451 -1.4980 -0.4499 0.2009 -0.6461
C -3.4956 0.1552 -0.5598 0.5271 0.2143 0.6519
O -2.5148 1.1519 -0.3183 0.0272 -1.1542 -0.3715
H -3.4986 -0.6227 0.2123 -0.0621 0.0603 0.2527
H -1.7538 0.7556 -0.7800 -0.1966 0.7008 0.0520
```
Forces are in eV/Å.

Expectation value of S²: 0.753
HOMO-LUMO gap (spin up / spin down) in eV: 10.1 / 5.0
2S+1: 2
Lowest unoccupied orbital energy (spin up / spin down) in eV: -3.89 / -9.04
Energy relative to the best compared isomer or geometry (same formula, charge and spin) in kJ/mol: 99.7
Total charge: +1

=====

(7)
Formula: C3H8O2SSi
Source: the OMol25 dataset
Level of theory: wB97M-V/def2-TZVPD

Structure (XYZ):
```
15
Properties=species:S:1:pos:R:3:forces:R:3
C -0.3937 -1.2815 -1.2681 0.6915 0.6129 1.4146
C 0.0963 0.4949 0.4667 0.3469 3.7374 0.4904
C 1.1434 1.6868 0.7026 -1.0139 -0.8711 -0.1532
O -1.4807 1.0007 -1.6710 -2.5463 0.5761 2.4928
O 0.3399 -0.6174 1.1689 1.1205 0.1594 0.7698
Si -0.1888 -1.9729 0.4215 0.3992 -0.7787 -1.4759
S -0.0506 0.3439 -1.3500 0.6213 -2.5750 -0.3469
H -0.2441 -1.6824 -2.2110 0.0196 -1.3698 -1.5205
H -2.1027 0.6336 -0.9067 1.2588 0.8903 -2.4153
H -0.9412 0.7103 0.6976 -0.3705 1.3335 0.1374
H 1.2528 2.3008 -0.1960 -0.0533 -0.2334 0.0310
H 2.1144 1.2606 0.9523 -0.0811 -0.0983 -0.0030
H 0.8370 2.3726 1.4811 -0.1202 -0.1330 0.4059
H -1.4029 -2.5013 1.0437 -0.1693 -0.2225 0.2141
H 1.0209 -2.7487 0.6684 -0.1033 -1.0277 -0.0410
```
Forces are in eV/Å.

HOMO-LUMO gap in eV: 8.8
Lowest unoccupied orbital energy in eV: 0.67
Energy relative to the best compared isomer or geometry (same formula, charge and spin) in kJ/mol: 229.2

=====

(8)
Formula: C3H8O3
Source: the OMol25 dataset
Level of theory: wB97M-V/def2-TZVPD

Structure (XYZ):
```
14
Properties=species:S:1:pos:R:3:forces:R:3
C -0.1506 -1.2226 -1.3231 2.3187 3.1337 -1.9698
C -0.1959 0.0145 2.1198 1.5259 0.4364 -1.3120
C -0.1622 0.2169 -0.9028 -3.2342 -0.8250 0.5678
O 0.8836 0.8861 1.8047 2.4837 -1.1399 0.0473
O 0.8744 0.9419 -0.7026 2.1025 0.7989 0.6096
O -1.3624 0.9034 -1.0484 0.0634 -0.2627 -0.4423
H 0.6154 -1.2727 -2.1551 -1.0500 -0.3332 0.3119
H 0.2198 -1.8310 -0.5930 1.0569 -1.6220 2.1753
H -1.0995 -1.5389 -1.5614 -2.0312 -0.6696 -0.9602
H -0.0580 -0.9169 1.6074 -0.1598 -0.8316 0.2024
H -1.0642 0.5511 1.8454 -1.1514 0.3578 0.2358
H 1.7687 0.3786 1.6713 -2.2707 0.9673 1.0122
H 0.9655 1.0195 0.3198 -0.0243 0.6273 -0.5611
H -1.2348 1.8701 -1.0819 0.3706 -0.6376 0.0831
```
Forces are in eV/Å.

HOMO-LUMO gap (spin up / spin down) in eV: 6.1 / 8.9
Lowest unoccupied orbital energy (spin up / spin down) in eV: 0.08 / 0.58
Energy relative to the best compared isomer or geometry (same formula, charge and spin) in kJ/mol: 513.5

=====

(9)
Formula: C3H8O3
Source: the OMol25 dataset
Level of theory: wB97M-V/def2-TZVPD

Structure (XYZ):
```
14
Properties=species:S:1:pos:R:3:forces:R:3
C -0.5445 -1.2598 -0.8354 0.0076 0.0880 -0.0362
C -0.5880 -0.3507 0.1263 -0.4172 -0.3291 0.1596
C -1.5547 0.7881 0.1926 0.1524 -0.1872 -0.0590
O 0.1893 -0.5338 1.2496 -0.1619 -0.1468 0.0845
H 0.1328 -2.0936 -0.7946 0.1743 -0.1558 0.0745
H -1.1910 -1.1966 -1.6914 -0.1449 0.1102 -0.0989
H -2.2162 0.6340 1.0438 -0.0736 0.0812 0.0961
H -1.0365 1.7367 0.3220 0.0483 0.1284 0.0056
H -2.1578 0.8273 -0.7103 0.0193 0.0627 -0.0336
H 0.3451 0.3182 1.6737 0.0187 -0.0328 -0.0774
O 2.5282 -0.3361 -0.1994 0.5085 -0.5162 -0.1615
O 1.9402 0.9301 0.0412 -0.0663 0.8942 0.1486
H 1.9224 -0.9049 0.3065 -0.1176 0.2441 -0.0405
H 2.2306 1.4410 -0.7247 0.0525 -0.2409 -0.0620
```
Forces are in eV/Å.

SMILES: C=C(C)O.OO
HOMO-LUMO gap in eV: 9.8
Lowest unoccupied orbital energy in eV: 0.79
Energy relative to the best compared isomer or geometry (same formula, charge and spin) in kJ/mol: 398.4